Version one
ORCA calculation (wB97M-V/def2-TZVPD) on C4H13NS as an isolated structure.

Values from the calculation:
LUMO energy ... 0.0205 hartree
Orbital gap ... 7.9 eV
HOMO ... -0.271 Eh

Each line ends with the Löwdin charge.
Positions of all 19 atoms, in Å:
C 1.1846 1.5355 -0.2987  -0.15
C 2.0814 0.5205 -0.9779  -0.34
C 1.3530 -0.7937 -1.3010  -0.65
S 0.7130 -1.7671 0.1074  0.47
H 0.8873 1.1543 0.6820  0.05
H 0.3150 1.7699 -0.9168  0.07
H 1.6834 2.4789 -0.0612  0.07
H 2.4338 0.9355 -1.9277  0.10
H 2.9598 0.3239 -0.3619  0.10
H 2.0430 -1.4388 -1.8456  0.04
H 0.5482 -0.5580 -2.0064  0.05
C -2.3465 -0.6757 1.7808  -0.09
N -1.7738 -0.2564 0.4825  -0.06
H -2.2302 -1.7615 1.8274  0.08
H -1.7897 -0.1881 2.5716  0.09
H -3.4212 -0.5106 1.8118  0.08
H -2.3760 -0.5362 -0.2799  0.12
H -0.7111 -0.9602 0.2961  -0.12
H -1.5541 0.7279 0.4176  0.10

Version two
ORCA calculation (wB97M-V/def2-TZVPD) on a 2-piece molecular cluster, C4H13NS overall.

Values from the calculation:
LUMO energy ... 0.0320 hartree
Orbital gap ... 9.8 eV
Structure (SMILES) ... CCN.CCS
HOMO ... -0.329 Eh

Each line ends with the Löwdin charge.
Positions of all 19 atoms, in Å:
C 1.3183 2.5809 -0.1159  -0.11
C 2.2690 1.3809 -0.3118  -0.34
N 1.6438 0.1449 -0.8093  -0.02
H 1.7589 3.2713 0.6076  0.06
H 1.1969 3.0346 -1.0982  0.06
H 0.3312 2.3245 0.2683  0.06
H 3.0210 1.6491 -1.0568  0.10
H 2.7601 1.1465 0.6282  0.09
H 1.2577 0.2762 -1.7373  0.06
H 0.8440 -0.0460 -0.2139  0.03
C -2.4396 -1.1908 0.9098  -0.15
C -1.4216 -2.3422 0.7234  -0.57
S -0.9619 -2.6063 -1.0472  0.65
H -3.1939 -1.4454 1.6375  0.06
H -2.8508 -0.9482 -0.0584  0.04
H -1.8778 -0.3017 1.1947  0.06
H -1.7633 -3.3104 1.0633  0.05
H -0.4633 -2.0743 1.1338  0.03
H -1.4288 -1.5438 -1.7177  -0.17

Computed stability ranking, most favorable first: version two, version one

Version one
ORCA calculation (wB97M-V/def2-TZVPD) on C60H58NO2P2SScSi as an isolated structure.

Values from the calculation:
LUMO energy ... -0.1686 hartree
Orbital gap ... 7.9 eV
Net charge ... +2
HOMO ... -0.458 Eh

Each line ends with the Löwdin charge.
Positions of all 126 atoms, in Å:
Sc 0.4810 0.4021 0.4251  0.71
O -1.4212 0.4953 -0.4953  -0.63
S -1.7139 -1.0118 -0.6432  1.03
C -1.8475 -1.3295 -2.3916  -0.31
C -2.5062 -2.5156 -2.6503  -0.09
C -2.7073 -3.0247 -3.9377  0.01
C -2.2274 -2.2858 -4.9797  -0.13
C -2.3385 -2.5285 -6.4592  -0.09
C -1.5648 -1.3599 -7.1081  -0.09
C -1.0841 -0.5311 -5.9493  -0.14
C -0.3466 0.6129 -5.9336  0.01
C 0.0271 1.1197 -4.6804  -0.07
C -0.3268 0.5778 -3.4550  -0.27
P 0.5227 1.4552 -2.0798  1.09
C -0.3943 3.0117 -1.8664  -0.35
C -1.5695 3.2841 -2.5602  -0.07
C -2.2715 4.4548 -2.3098  -0.06
C -1.8052 5.3621 -1.3702  -0.06
C -0.6307 5.0995 -0.6777  -0.06
C 0.0694 3.9282 -0.9196  -0.11
C 2.1464 1.9097 -2.7726  -0.37
C 2.6382 3.2103 -2.7751  -0.07
C 3.9389 3.4636 -3.1987  -0.06
C 4.7504 2.4257 -3.6294  -0.07
C 4.2588 1.1239 -3.6432  -0.07
C 2.9685 0.8691 -3.2119  -0.11
C -1.2031 -0.5759 -3.4391  -0.10
C -1.4968 -1.1040 -4.7238  -0.07
C -3.3280 -1.2486 0.0318  -0.32
C -4.4473 -1.0188 -0.7423  -0.04
C -5.7401 -1.3615 -0.3188  0.02
C -5.8677 -1.9989 0.8878  -0.12
C -7.0812 -2.5416 1.5940  -0.08
C -6.5330 -3.1847 2.8932  -0.08
C -5.0689 -2.8348 2.9050  -0.13
C -4.0942 -3.0343 3.8420  0.02
C -2.8197 -2.4961 3.5886  -0.06
C -2.4591 -1.8642 2.4114  -0.27
P -0.9897 -0.7706 2.5050  1.08
C -1.6790 0.5892 3.4973  -0.36
C -1.6465 0.6336 4.8887  -0.08
C -2.2476 1.6857 5.5617  -0.06
C -2.8968 2.6892 4.8534  -0.06
C -2.9449 2.6430 3.4677  -0.06
C -2.3335 1.5982 2.7901  -0.11
C 0.2457 -1.5971 3.5436  -0.37
C 1.2101 -0.8135 4.1799  -0.11
C 2.2337 -1.4144 4.8965  -0.07
C 2.3141 -2.7991 4.9710  -0.06
C 1.3670 -3.5814 4.3265  -0.06
C 0.3374 -2.9850 3.6129  -0.10
C -3.4332 -1.7629 1.3650  -0.13
C -4.7307 -2.1888 1.6987  -0.08
H -2.9120 -3.0767 -1.8184  0.12
H -3.2460 -3.9513 -4.0789  0.13
H -3.3859 -2.5449 -6.7630  0.13
H -1.9189 -3.4990 -6.7259  0.13
H -2.1919 -0.7695 -7.7765  0.13
H -0.7186 -1.7116 -7.6995  0.13
H -0.0179 1.1065 -6.8382  0.13
H 0.6644 1.9960 -4.6843  0.11
H -1.9435 2.5836 -3.2948  0.10
H -3.1836 4.6593 -2.8544  0.11
H -2.3530 6.2756 -1.1817  0.11
H -0.2559 5.8065 0.0509  0.11
H 0.9874 3.7375 -0.3769  0.09
H 2.0103 4.0334 -2.4584  0.10
H 4.3085 4.4805 -3.2063  0.11
H 5.7555 2.6293 -3.9734  0.11
H 4.8785 0.3122 -4.0030  0.11
H 2.5888 -0.1458 -3.2290  0.09
H -4.3159 -0.6014 -1.7318  0.13
H -6.5899 -1.1601 -0.9562  0.13
H -7.6212 -3.2538 0.9705  0.13
H -7.7744 -1.7279 1.8139  0.13
H -6.6581 -4.2687 2.8837  0.13
H -7.0406 -2.8170 3.7845  0.13
H -4.2913 -3.5289 4.7836  0.13
H -2.0913 -2.5454 4.3898  0.11
H -1.1462 -0.1463 5.4497  0.11
H -2.2143 1.7215 6.6422  0.11
H -3.3666 3.5060 5.3845  0.11
H -3.4524 3.4210 2.9128  0.11
H -2.3735 1.5679 1.7042  0.10
H 1.1520 0.2694 4.1315  0.10
H 2.9582 -0.7992 5.4153  0.11
H 3.1046 -3.2665 5.5428  0.11
H 1.4231 -4.6602 4.3841  0.12
H -0.4001 -3.6051 3.1188  0.11
C 6.0231 1.2328 1.4232  0.02
N 4.8210 0.5088 0.9354  -0.16
C 4.1714 -0.2517 2.0400  0.00
C 3.8524 1.4106 0.1739  -0.09
C 3.0538 2.3121 1.0731  -0.28
C 3.6281 3.5174 1.4753  -0.05
C 2.9533 4.3633 2.3426  -0.06
C 1.6974 3.9976 2.8012  -0.07
C 1.1124 2.8193 2.3515  -0.13
C 1.7517 1.9364 1.4652  -0.18
H 6.7115 0.5158 1.8643  0.11
H 5.7122 1.9551 2.1731  0.10
H 6.4987 1.7415 0.5884  0.11
H 5.1278 -0.1847 0.2495  0.14
H 3.8697 0.4486 2.8132  0.11
H 4.8920 -0.9654 2.4348  0.11
H 3.2965 -0.7651 1.6489  0.08
H 3.2122 0.7263 -0.3803  0.08
H 4.4679 1.9630 -0.5379  0.13
H 4.5987 3.8153 1.0925  0.12
H 3.4017 5.2984 2.6501  0.11
H 1.1633 4.6422 3.4876  0.11
H 0.1082 2.6013 2.7036  0.07
C 1.3698 -2.8300 -2.3229  -0.13
Si 2.1816 -2.4767 -0.6737  0.31
C 4.0294 -2.1792 -0.9309  -0.14
C 1.9862 -3.9503 0.4502  -0.15
O 1.5322 -1.1317 0.0174  -0.44
H 1.8699 -3.6710 -2.8092  0.05
H 1.3990 -1.9857 -3.0137  0.02
H 0.3223 -3.1121 -2.1911  0.03
H 4.4549 -2.9440 -1.5832  0.05
H 4.5696 -2.2539 0.0189  0.03
H 4.2312 -1.2138 -1.4043  0.01
H 2.4805 -4.8219 0.0145  0.04
H 0.9365 -4.2089 0.6014  0.03
H 2.4310 -3.7682 1.4301  0.03

Version two
ORCA calculation (wB97M-V/def2-TZVPD) on C60H58NO2P2SScSi as an isolated structure.

Values from the calculation:
LUMO energy ... -0.1686 hartree
Orbital gap ... 7.9 eV
Net charge ... +2
HOMO ... -0.458 Eh

Each line ends with the Löwdin charge.
Positions of all 126 atoms, in Å:
Sc -0.5332 -0.6536 -0.0068  0.69
O 1.4997 -0.5849 -0.2696  -0.63
S 1.8258 0.8390 0.2282  1.03
C 2.6272 1.7341 -1.1074  -0.30
C 3.4311 2.7538 -0.6339  -0.08
C 4.1648 3.6115 -1.4613  0.01
C 4.0764 3.4135 -2.8087  -0.13
C 4.7710 4.1120 -3.9438  -0.08
C 4.1217 3.5284 -5.2196  -0.08
C 3.1479 2.4991 -4.7162  -0.14
C 2.2740 1.7014 -5.3952  0.02
C 1.4196 0.8868 -4.6431  -0.08
C 1.4156 0.8092 -3.2583  -0.27
P 0.1098 -0.3135 -2.6232  1.10
C 0.7008 -1.9741 -3.1276  -0.34
C 1.8678 -2.2067 -3.8506  -0.06
C 2.2307 -3.5013 -4.1948  -0.06
C 1.4410 -4.5769 -3.8179  -0.06
C 0.2910 -4.3595 -3.0732  -0.06
C -0.0708 -3.0682 -2.7234  -0.12
C -1.2937 0.0314 -3.7591  -0.36
C -2.0201 -0.9761 -4.3884  -0.08
C -3.1328 -0.6579 -5.1577  -0.07
C -3.5309 0.6623 -5.3032  -0.07
C -2.8133 1.6726 -4.6755  -0.07
C -1.7071 1.3571 -3.9035  -0.11
C 2.3602 1.5965 -2.5131  -0.10
C 3.1748 2.4472 -3.3070  -0.07
C 3.1289 0.6128 1.4217  -0.32
C 4.4415 0.4708 1.0282  -0.04
C 5.5071 0.5214 1.9407  0.02
C 5.2232 0.7986 3.2531  -0.12
C 6.1138 0.9941 4.4506  -0.08
C 5.1489 1.3425 5.6144  -0.08
C 3.7707 1.1434 5.0411  -0.13
C 2.5292 1.1479 5.6127  0.02
C 1.4240 0.8136 4.8063  -0.06
C 1.5054 0.5868 3.4454  -0.26
P 0.1701 -0.3827 2.6324  1.09
C 0.7281 -2.0399 3.1969  -0.35
C 0.4982 -2.5107 4.4884  -0.08
C 1.0179 -3.7311 4.8862  -0.05
C 1.7740 -4.4925 4.0028  -0.06
C 2.0106 -4.0293 2.7182  -0.06
C 1.4907 -2.8059 2.3160  -0.11
C -1.3651 -0.0957 3.5729  -0.36
C -2.2766 -1.1552 3.6192  -0.11
C -3.5030 -1.0003 4.2454  -0.08
C -3.8408 0.2206 4.8165  -0.06
C -2.9508 1.2821 4.7536  -0.06
C -1.7189 1.1283 4.1322  -0.11
C 2.7768 0.7165 2.8030  -0.14
C 3.8764 0.8936 3.6593  -0.08
H 3.5214 2.8912 0.4358  0.12
H 4.7930 4.3775 -1.0271  0.13
H 5.8424 3.9082 -3.9118  0.13
H 4.6512 5.1930 -3.8726  0.13
H 4.8572 3.0747 -5.8847  0.13
H 3.6055 4.2960 -5.7973  0.13
H 2.2057 1.7098 -6.4750  0.13
H 0.7013 0.2879 -5.1885  0.12
H 2.5090 -1.3848 -4.1364  0.10
H 3.1388 -3.6661 -4.7595  0.11
H 1.7253 -5.5824 -4.0980  0.11
H -0.3242 -5.1938 -2.7618  0.11
H -0.9685 -2.9105 -2.1362  0.08
H -1.7070 -2.0085 -4.3046  0.10
H -3.6786 -1.4449 -5.6627  0.11
H -4.3869 0.9058 -5.9190  0.11
H -3.1124 2.7062 -4.7944  0.11
H -1.1454 2.1495 -3.4242  0.10
H 4.6679 0.3683 -0.0256  0.13
H 6.5213 0.3843 1.5899  0.13
H 6.8556 1.7733 4.2767  0.13
H 6.6637 0.0754 4.6626  0.13
H 5.2733 2.3788 5.9339  0.13
H 5.3159 0.7201 6.4928  0.13
H 2.3831 1.3333 6.6687  0.13
H 0.4749 0.6680 5.3048  0.10
H -0.0993 -1.9311 5.1816  0.11
H 0.8352 -4.0876 5.8915  0.11
H 2.1792 -5.4444 4.3189  0.11
H 2.5974 -4.6204 2.0274  0.11
H 1.7036 -2.4409 1.3167  0.09
H -2.0160 -2.1098 3.1777  0.10
H -4.1888 -1.8363 4.3024  0.12
H -4.7926 0.3392 5.3178  0.11
H -3.2106 2.2332 5.2000  0.12
H -1.0375 1.9677 4.0919  0.10
C -6.2564 -0.8918 -0.5529  0.02
N -4.9240 -0.2535 -0.4215  -0.15
C -4.5414 -0.1237 1.0105  0.01
C -3.8532 -0.9301 -1.2602  -0.08
C -3.3465 -2.2243 -0.6681  -0.27
C -4.1005 -3.3827 -0.8467  -0.05
C -3.6863 -4.5831 -0.2893  -0.06
C -2.5046 -4.6188 0.4351  -0.06
C -1.7358 -3.4689 0.5604  -0.13
C -2.1127 -2.2279 0.0151  -0.19
H -6.9881 -0.3091 0.0019  0.11
H -6.2103 -1.8982 -0.1462  0.10
H -6.5436 -0.9336 -1.6012  0.11
H -4.9913 0.6948 -0.7972  0.14
H -4.4933 -1.1131 1.4556  0.10
H -5.2921 0.4724 1.5263  0.12
H -3.5661 0.3502 1.0830  0.08
H -3.0402 -0.2090 -1.3339  0.09
H -4.2894 -1.0739 -2.2492  0.13
H -5.0078 -3.3603 -1.4416  0.11
H -4.2709 -5.4825 -0.4299  0.11
H -2.1690 -5.5470 0.8808  0.11
H -0.7930 -3.5585 1.0977  0.08
C -0.3802 3.6377 -0.8149  -0.14
Si -1.7682 2.6332 -0.0377  0.31
C -3.3695 2.7915 -1.0410  -0.14
C -2.1188 3.4041 1.6389  -0.15
O -1.3876 1.0512 0.0818  -0.45
H -0.6355 4.6995 -0.8039  0.05
H -0.1653 3.3604 -1.8494  0.02
H 0.5438 3.5189 -0.2451  0.02
H -3.4576 3.8007 -1.4500  0.05
H -4.2447 2.6483 -0.3967  0.03
H -3.4164 2.0970 -1.8841  0.00
H -2.5276 4.4087 1.5049  0.05
H -1.2036 3.5014 2.2279  0.03
H -2.8360 2.8271 2.2259  0.02

Computed stability ranking, most favorable first: version one, version two

Version one
ORCA calculation (wB97M-V/def2-TZVPD) on a 2-piece molecular cluster, C2H3ClF2S overall.

Values from the calculation:
LUMO energy (spin up / spin down) ... 0.0020 / 0.0098 hartree
Orbital gap (spin up / spin down) ... 7.6 / 8.9 eV
HOMO (spin up / spin down) ... -0.277 / -0.317 Eh

Each line ends with the Löwdin charge.
Positions of all 9 atoms, in Å:
C 1.1896 0.3156 -0.0967  -0.54
C -1.5784 0.2365 -0.1192  -0.81
F -1.7478 1.1330 0.9138  -0.01
F -2.1592 0.7254 -1.2091  0.03
S 1.6166 -1.2730 -0.2637  0.71
Cl -1.8114 -1.4448 0.1516  0.68
H 0.9811 0.9465 -1.0930  0.07
H 1.2809 0.8064 0.8387  0.00
H 2.2285 -1.4455 0.8776  -0.14

Version two
ORCA calculation (wB97M-V/def2-TZVPD) on one molecule with the formula C2H3ClF2S.

Values from the calculation:
LUMO energy ... 0.0175 hartree
Orbital gap ... 10.0 eV
Structure (SMILES) ... FC(F)(Cl)CS
HOMO ... -0.350 Eh

Each line ends with the Löwdin charge.
Positions of all 9 atoms, in Å:
F 1.5206 -0.7611 1.0166  0.05
C 0.3501 -0.7925 0.3333  -0.92
F -0.5469 -1.1553 1.3439  -0.02
Cl 0.0985 -1.9484 -0.9652  0.74
C 0.1909 0.7022 -0.0399  -0.67
S -1.2330 1.4859 -0.5594  0.72
H 0.3324 1.2007 0.8223  0.02
H 1.1077 0.9778 -0.5751  0.10
H -1.8203 0.2907 -1.3766  -0.01

Computed stability ranking, most favorable first: version two, version one